Record 1
Density functional theory data (the ωB97M-V functional and the def2-TZVPD basis) for one molecule with the formula C4H8N2OS.

Output
* Kohn-Sham gap (alpha / beta): 6.5 / 5.4 eV
* <S²>: 2.02
* total charge: 0
* 2S+1: 3

CARTESIAN COORDINATES (ANGSTROEM)
C  -0.50312  -0.85580  0.84336
C  -0.05472  -3.10167  1.50985
C  0.35897  0.28036  1.35740
C  -0.04719  0.04423  -1.36500
N  -0.63484  -2.03341  1.55983
N  -0.31746  -1.17179  -0.63422
O  -1.25536  -1.95280  -1.16831
S  0.31999  -4.57468  1.74622
H  -1.52031  -0.31278  0.90851
H  0.14831  0.46847  2.37016
H  1.36587  -0.06316  1.34836
H  0.16361  1.09339  0.78883
H  -0.57138  0.92784  -1.13414
H  1.10882  -0.02695  -1.27960
H  -0.13387  -0.25578  -2.51001
H  0.55321  -1.66646  -0.65993

Record 2
Density functional theory data (the ωB97M-V functional and the def2-TZVPD basis) for a 2-piece molecular cluster, C4H8N2OSi overall.

Output
* Kohn-Sham gap: 8.5 eV
* SMILES: C=C1NC=CN1.O=[SiH2]
* total charge: 0

CARTESIAN COORDINATES (ANGSTROEM)
C  0.49838  1.63724  -0.31899
C  -0.44755  0.64737  -0.09247
N  -0.78095  -0.39466  -0.90765
C  -1.67581  -1.22913  -0.22531
C  -2.00961  -0.64362  0.92222
N  -1.25226  0.53538  0.96587
H  0.58296  1.76130  -1.46722
H  0.69774  2.44796  0.32597
H  0.06283  -0.64626  -1.40398
H  -1.79853  -2.25726  -0.78364
H  -2.72622  -0.95162  1.66107
H  -1.53055  1.17616  1.70335
O  1.75675  -1.34055  -1.00549
Si  2.41794  -0.30158  -0.08214
H  2.52299  -0.69816  1.27419
H  3.68189  0.25743  -0.56577

Record 3
Density functional theory data (the ωB97M-V functional and the def2-TZVPD basis) for an isolated ion of composition C4H8N2P and charge +1.

Output
* Kohn-Sham gap: 8.8 eV
* SMILES: NP1=CC=CC=1[NH3+]
* total charge: +1

CARTESIAN COORDINATES (ANGSTROEM)
N  -0.83718  1.16072  -2.19456
P  -1.06794  0.75299  -0.56817
C  0.23333  1.79600  0.10721
C  1.05265  1.20606  1.05138
C  0.82420  -0.22503  1.13952
C  -0.03300  -0.74218  0.23595
N  -0.52086  -2.10829  0.38452
H  0.18714  1.44549  -2.32134
H  -1.34140  0.44333  -2.84514
H  0.35501  2.92667  -0.21747
H  1.79090  1.61399  1.63456
H  1.24359  -0.89495  1.83592
H  -1.17651  -2.02376  1.18903
H  0.30053  -2.65327  0.89078
H  -1.01046  -2.69778  -0.32220

Record 4
Density functional theory data (the ωB97M-V functional and the def2-TZVPD basis) for C4H8N2S as an isolated structure.

Output
* Kohn-Sham gap (alpha / beta): 8.8 / 7.0 eV
* total charge: 0

CARTESIAN COORDINATES (ANGSTROEM)
C  -0.50537  0.03039  0.69119
C  1.75410  0.16791  -0.12845
C  -0.35823  0.43017  -1.70433
C  0.28551  -0.07259  -0.43147
N  -0.35304  -0.15578  2.03934
N  -1.61027  0.09726  2.39529
S  -2.34427  0.15392  0.78725
H  2.34688  -0.56884  -0.54740
H  2.00523  0.14633  0.95942
H  1.95368  1.10222  -0.69940
H  -1.38983  0.61775  -1.50331
H  -0.38040  -0.40779  -2.37252
H  0.17181  1.24060  -2.16206
H  0.38493  -2.36397  -0.45102
H  -1.96073  -0.41757  3.12747

Quick rundown of largest force on an atom, same order as above: 0.121; 0.081; 0.083; 0.052 hartree/bohr